Entry one
Here is a cluster of 3 separate species, C5H15N3 in total from the Open Molecules 2025 dataset. Energies are from ωB97M-V/def2-TZVPD.

The spin multiplicity is 1. As for the LUMO energy: -0.00392 Eh. Its total charge is 0. For the molecular weight, the calculation gives 117.20 g mol⁻¹. The calculation puts the HOMO energy at -7.84 eV.

Geometry (Å):
C1 -1.53320 1.13700 0.68871
C2 -0.12452 0.27637 2.98364
N1 -0.50924 0.12704 0.52166
C3 0.17616 -0.31410 1.62141
N2 1.10995 -1.20843 1.57412
H1 -0.64681 -0.70813 -1.12775
H2 1.20894 -1.56125 0.62014
H3 -2.01331 1.31570 -0.27697
H4 -2.31398 0.82379 1.39093
H5 -1.15356 2.10766 1.04821
H6 0.02742 1.35844 2.98684
H7 -1.16084 0.09307 3.27481
H8 0.53234 -0.17951 3.71960
C4 0.96795 0.98513 -0.80904
C5 0.58567 -1.55638 -2.63298
N3 -0.26153 -0.52093 -2.06689
H9 -0.95011 -0.15670 -2.71387
H10 0.02378 -2.40662 -3.03228
H11 1.70486 0.38959 -0.28818
H12 1.20347 1.15855 -1.84908
H13 0.67054 1.91166 -0.33556
H14 1.19786 -1.14538 -3.44051
H15 1.25817 -1.92655 -1.85698

Entry two
Here is the molecule C5H15N3 from the Open Molecules 2025 dataset. Energies are from ωB97M-V/def2-TZVPD.

The spin multiplicity is 1. As for the LUMO energy: 0.03965 Eh. Its total charge is 0. For the molecular weight, the calculation gives 117.20 g mol⁻¹. As for the SMILES: CC[C@H](CN)NCN. The calculation puts the HOMO energy at -8.53 eV.

Geometry (Å):
C1 -0.81050 1.30392 0.70007
N1 -1.87466 1.47950 -0.37075
C2 0.09759 0.15406 0.21938
C3 1.58524 0.60985 0.19471
C4 1.75906 2.16082 -0.33135
N2 -0.08221 -1.14464 0.80108
C5 -0.81182 -2.09628 -0.04775
N3 0.13834 -2.78709 -0.94341
H1 -0.47680 2.30846 0.88013
H2 -1.34266 1.10267 1.66406
H3 -2.63145 2.06750 -0.05472
H4 -1.51005 1.65473 -1.28868
H5 -0.05123 0.08244 -0.87884
H6 2.28702 0.03709 -0.43131
H7 2.03490 0.49872 1.19396
H8 1.43516 2.75479 0.53979
H9 1.15898 2.36041 -1.18682
H10 2.81040 2.39391 -0.58229
H11 -0.30355 -1.09115 1.80284
H12 -1.58325 -1.68832 -0.69641
H13 -1.35614 -2.80713 0.55864
H14 1.05595 -2.85150 -0.52209
H15 0.30488 -2.14998 -1.71673

Entry three
Here is the molecule C5H15N3 from the Open Molecules 2025 dataset. Energies are from ωB97M-V/def2-TZVPD.

The spin multiplicity is 1. As for the LUMO energy: 0.04002 Eh. Its total charge is 0. For the molecular weight, the calculation gives 117.20 g mol⁻¹. As for the SMILES: CN[C@@](C)(N)N(C)C. The calculation puts the HOMO energy at -7.90 eV.

Geometry (Å):
C1 0.01964 0.08743 -0.36825
C2 0.73402 -0.64672 1.85370
C3 0.51419 -1.14425 -1.11731
C4 2.14146 0.94035 0.52449
C5 -2.66971 0.00765 -0.59669
N1 0.61320 0.41118 0.86974
N2 -1.51562 -0.28568 0.22449
N3 0.01751 1.22091 -1.22440
H1 -1.71275 0.06113 1.16019
H2 -0.36144 2.03883 -0.76390
H3 -0.41935 1.04845 -2.11838
H4 0.60523 -0.19649 2.83855
H5 -0.01733 -1.42648 1.74780
H6 1.70727 -1.15186 1.86570
H7 0.26783 -1.10677 -2.17561
H8 0.05336 -2.03725 -0.70262
H9 1.58949 -1.25493 -1.01736
H10 2.39231 1.53623 1.39893
H11 2.15825 1.55182 -0.37032
H12 2.83898 0.10490 0.40748
H13 -3.57049 -0.40255 -0.13075
H14 -2.54186 -0.44552 -1.58197
H15 -2.84421 1.08963 -0.72353

So which one wins? Going from most stable to least: entry two, entry three, entry one.

Entry one
Here is the molecule C5H15N3 from the Open Molecules 2025 dataset. Energies are from ωB97M-V/def2-TZVPD.

The spin multiplicity is 1. As for the LUMO energy: 0.04078 Eh. Its total charge is 0. For the molecular weight, the calculation gives 117.20 g mol⁻¹. As for the SMILES: C[C@@H](CN)NCCN. The calculation puts the HOMO energy at -8.87 eV.

Geometry (Å):
N1 -3.21862 0.50749 1.13754
C1 -2.55905 0.48127 -0.21616
C2 -1.15011 1.09660 -0.07006
N2 -0.21719 -0.01176 0.45759
C3 2.13034 0.31937 1.16732
C4 1.17190 0.09339 -0.03010
C5 1.49117 -1.39570 -0.54595
N3 2.04057 -1.04778 -1.95668
H1 -4.03850 -0.00745 1.04752
H2 -2.65963 -0.04788 1.79697
H3 -2.64984 -0.47295 -0.85716
H4 -2.98776 1.25875 -0.78725
H5 -0.78360 1.43071 -1.08681
H6 -1.27024 2.07006 0.48098
H7 -0.33808 0.18621 1.45252
H8 1.83596 0.13281 2.12989
H9 2.40659 1.37102 1.08294
H10 3.02133 -0.27029 1.11115
H11 1.44992 0.87791 -0.84248
H12 2.24522 -1.84902 0.02616
H13 0.62820 -2.04367 -0.56746
H14 1.21010 -0.77393 -2.50313
H15 2.24132 -1.90515 -2.42734

Entry two
Here is a structure of composition C5H15N3 from the Open Molecules 2025 dataset. Energies are from ωB97M-V/def2-TZVPD.

The spin multiplicity is 1. As for the LUMO energy (alpha / beta): -0.03845 / -0.03778 Eh. Its total charge is 0. For the molecular weight, the calculation gives 117.20 g mol⁻¹. The calculation puts the HOMO energy (alpha / beta) at -7.57 / -7.58 eV.

Geometry (Å):
C1 -1.17532 0.87818 0.30718
C2 -0.35131 1.94902 -0.34437
C3 -1.71409 1.16601 1.68004
N1 -0.90494 -1.64809 -1.09702
H1 -1.92920 0.47172 -0.35082
H2 -1.11707 -1.14907 -1.95561
H3 -1.78258 -1.88859 -0.64578
H4 -2.45289 1.97578 1.62050
H5 0.03078 1.62264 -1.30918
H6 -0.97275 2.83902 -0.51046
H7 0.49441 2.23871 0.27917
H8 -2.22545 0.29875 2.09685
H9 -0.92510 1.47369 2.36749
C4 1.00803 -0.71663 1.19893
N2 1.37991 -1.45868 0.10711
C5 2.49048 -1.25811 -1.86113
N3 2.41272 -0.98850 -0.61762
H10 0.33579 -1.73369 -0.54114
H11 0.59766 -1.32406 2.00399
H12 -0.03326 -0.01132 0.81182
H13 1.72339 0.02688 1.54527
H14 3.34905 -0.88457 -2.40305
H15 1.76173 -1.87909 -2.38220

So which one wins? Going from most stable to least: entry one, entry two.

Entry one
Here is the ion C3H8NO2S with charge -1 from the Open Molecules 2025 dataset. Energies are from ωB97M-V/def2-TZVPD.

The spin multiplicity is 1. As for the LUMO energy: 0.14657 Eh. Its total charge is -1. For the molecular weight, the calculation gives 122.17 g mol⁻¹. As for the SMILES: CC(C)=[S@](N)(=O)[O-]. The calculation puts the HOMO energy at -2.93 eV.

Geometry (Å):
C1 -0.02581 -0.49689 0.33107
C2 -0.50516 -1.43891 -0.72876
C3 -0.68231 0.89649 0.04356
N1 2.15531 1.05455 1.19330
O1 2.18413 0.47164 -1.50839
O2 2.55208 -1.41044 0.25033
S1 1.78450 -0.22611 -0.00539
H1 -0.19072 -0.98560 -1.70014
H2 -0.06401 -2.40974 -0.69603
H3 -1.58213 -1.55054 -0.43719
H4 -0.17608 1.35640 -0.81409
H5 -0.63570 1.54833 0.92500
H6 -1.74070 0.84689 -0.13760
H7 1.34190 0.93108 1.79086
H8 1.99091 1.77312 0.54778

Entry two
Here is a cluster of 2 separate species, C3H8NO2S in total from the Open Molecules 2025 dataset. Energies are from ωB97M-V/def2-TZVPD.

The spin multiplicity is 1. As for the LUMO energy: 0.13582 Eh. Its total charge is -1. For the molecular weight, the calculation gives 122.17 g mol⁻¹. The calculation puts the HOMO energy at -3.02 eV.

Geometry (Å):
O1 2.73263 0.69874 0.44818
C1 1.55189 0.90012 0.60596
N1 0.60761 0.97459 -0.43217
C2 -0.77122 1.28463 -0.10449
C3 -1.56927 -0.00274 0.20374
S1 -1.98208 -0.95507 -1.35039
H1 1.13021 1.27987 1.53391
H2 0.66960 0.41087 -1.27307
H3 -1.23642 1.64993 -1.01553
H4 -0.99285 2.02206 0.70053
H5 -2.51755 0.46306 0.47011
H6 -1.13707 -0.57405 1.04611
H7 1.71605 -2.20827 -0.28278
H8 0.44884 -2.85335 -0.19611
O2 1.34961 -3.09039 -0.35400

So which one wins? Going from most stable to least: entry two, entry one.

Entry one
Here is a structure of composition C3H4NO2 from the Open Molecules 2025 dataset. Energies are from ωB97M-V/def2-TZVPD.

The spin multiplicity is 1. As for the LUMO energy: 0.15388 Eh. Its total charge is -1. For the molecular weight, the calculation gives 86.07 g mol⁻¹. The calculation puts the HOMO energy at -3.02 eV.

Geometry (Å):
C1 0.93130 -0.05255 -1.71042
C2 0.70995 0.59882 -0.52117
C3 -0.03869 -0.46557 0.94232
N1 -1.20836 -0.09931 1.41678
O1 -1.70211 -0.77459 2.41278
O2 -1.69777 0.98894 1.03261
H1 1.09438 0.56173 -2.53124
H2 0.74250 -1.04506 -1.79864
H3 0.65881 1.72953 -0.29205
H4 0.50997 -1.44194 1.04904

Entry two
Here is the ion C3H4NO2 with charge -1 from the Open Molecules 2025 dataset. Energies are from ωB97M-V/def2-TZVPD.

The spin multiplicity is 1. As for the LUMO energy: 0.16418 Eh. Its total charge is -1. For the molecular weight, the calculation gives 86.07 g mol⁻¹. As for the SMILES: O=C1CN([O-])C1. The calculation puts the HOMO energy at -1.80 eV.

Geometry (Å):
C1 -0.44743 0.96394 -0.02012
C2 -0.68288 -0.17784 0.92200
C3 0.49746 0.27994 -0.90808
N1 -0.16121 -1.12057 -0.38391
O1 -1.04268 -1.53799 -1.23166
O2 -1.16316 1.89631 -0.32601
H1 0.03775 -0.38478 1.58553
H2 -1.72191 -0.32291 1.17446
H3 0.29592 0.29937 -1.88644
H4 1.55114 0.26035 -0.86382

So which one wins? Going from most stable to least: entry two, entry one.

Entry one
Here is the molecule C9H12N2OS from the Open Molecules 2025 dataset. Energies are from ωB97M-V/def2-TZVPD.

The spin multiplicity is 1. As for the LUMO energy: 0.02141 Eh. Its total charge is 0. For the molecular weight, the calculation gives 196.27 g mol⁻¹. As for the SMILES: [H]/N=C(\Nc1ccc(O)cc1)SCC. The calculation puts the HOMO energy at -8.29 eV.

Geometry (Å):
C1 1.72006 0.93816 4.45730
C2 1.32969 2.02599 3.58385
C3 0.52746 0.54180 1.13663
C4 -0.25277 -0.14057 -1.06535
C5 -0.23516 -1.53317 -1.01099
C6 -0.99448 -2.19915 -1.91898
C7 -1.67513 -1.60986 -2.96383
C8 -1.62797 -0.20459 -3.11606
C9 -0.86695 0.49288 -2.13678
H1 1.55037 1.23330 5.56462
H2 2.74591 0.86427 4.28511
H3 1.03157 -0.01429 4.25094
H4 0.29353 2.02034 3.61218
H5 1.75170 3.02325 3.77877
H6 -1.15474 -0.40471 0.92761
H7 1.62403 1.03231 -0.50869
H8 0.34129 -1.93588 -0.26905
H9 -1.16626 -3.22861 -1.68903
H10 -2.72330 -2.27065 -4.58906
H11 -2.02527 0.17284 -4.04384
H12 -0.93223 1.56679 -1.96752
N1 -0.45717 -0.05419 1.65521
N2 0.70786 0.48252 -0.22075
O1 -2.30790 -2.46632 -3.71736
S1 1.73895 1.55028 1.78443

Entry two
Here is the molecule C9H12N2OS from the Open Molecules 2025 dataset. Energies are from ωB97M-V/def2-TZVPD.

The spin multiplicity is 1. As for the LUMO energy: 0.01902 Eh. Its total charge is 0. For the molecular weight, the calculation gives 196.27 g mol⁻¹. As for the SMILES: CCNC(=S)Nc1ccc(O)cc1. The calculation puts the HOMO energy at -8.00 eV.

Geometry (Å):
C1 -1.51033 -2.91711 1.85463
C2 -2.19381 -1.92381 0.93067
C3 -1.08343 0.15572 1.58637
C4 0.58569 1.19530 0.06280
C5 1.97500 1.00806 0.06867
C6 2.72445 1.20904 -1.11081
C7 2.11964 1.45668 -2.33407
C8 0.70295 1.62017 -2.35555
C9 -0.05541 1.54245 -1.17043
H1 -2.15404 -3.81163 2.10928
H2 -0.56288 -3.32628 1.41718
H3 -1.25667 -2.45622 2.77382
H4 -3.10458 -1.53469 1.38285
H5 -2.53512 -2.43441 -0.00964
H6 -0.79630 -0.78115 -0.17138
H7 -0.04410 1.83520 2.04748
H8 2.44548 0.69298 0.99431
H9 3.79058 1.18970 -1.08391
H10 2.40625 1.69142 -4.17840
H11 0.14943 1.74565 -3.30434
H12 -1.15260 1.69327 -1.15193
N1 -1.34274 -0.78998 0.67674
N2 -0.15349 1.12110 1.28096
O1 2.89685 1.59324 -3.40392
S1 -1.85082 0.22528 3.08862

So which one wins? Going from most stable to least: entry two, entry one.

Entry one
Here is a cluster of 4 separate species, C5H18O3 in total from the Open Molecules 2025 dataset. Energies are from ωB97M-V/def2-TZVPD.

The spin multiplicity is 1. As for the LUMO energy: 0.01911 Eh. Its total charge is 0. For the molecular weight, the calculation gives 126.20 g mol⁻¹. As for the SMILES: CCCCC.O.O.O. The calculation puts the HOMO energy at -10.15 eV.

Geometry (Å):
C1 -2.32117 0.61886 -0.28573
C2 -1.14585 -0.32789 0.07766
C3 0.07850 0.52107 0.08734
C4 0.45810 1.13573 1.42136
C5 -0.17861 2.60157 1.29883
H1 -3.29489 0.02126 -0.13685
H2 -2.19634 0.93262 -1.26039
H3 -2.28545 1.35624 0.44866
H4 -0.99387 -1.11564 -0.73880
H5 -1.43642 -0.83574 1.02110
H6 0.98342 -0.02061 -0.36660
H7 -0.07170 1.25383 -0.80688
H8 0.09324 0.55357 2.19689
H9 1.56669 1.23334 1.15442
H10 0.13195 3.12598 2.25448
H11 -0.10218 3.15798 0.46323
H12 -1.22388 2.61110 1.19606
H13 -3.62317 -2.60487 -4.20757
H14 -3.21533 -1.34937 -3.37601
O1 -2.89856 -2.30278 -3.67414
H15 1.27634 -3.18651 -1.07857
H16 0.47023 -4.38309 -0.76561
O2 0.99559 -3.69570 -0.37262
H17 6.70035 0.22610 1.14664
H18 5.63173 0.24894 2.09604
O3 6.60129 0.22399 2.20706

Entry two
Here is a cluster of 4 separate species, C5H18O3 in total from the Open Molecules 2025 dataset. Energies are from ωB97M-V/def2-TZVPD.

The spin multiplicity is 1. As for the LUMO energy: 0.01719 Eh. Its total charge is 0. For the molecular weight, the calculation gives 126.20 g mol⁻¹. As for the SMILES: CCC(C)C.O.O.O. The calculation puts the HOMO energy at -10.68 eV.

Geometry (Å):
C1 -2.12407 -1.02133 1.02733
C2 -1.30284 0.02414 0.28750
C3 -1.11289 1.28734 1.15192
C4 -0.98231 2.55291 0.32301
C5 0.10472 1.14634 2.06656
H1 -1.59671 -1.36666 1.91826
H2 -3.12736 -0.67808 1.26379
H3 -2.18012 -1.96198 0.46489
H4 -0.33069 -0.31041 -0.06270
H5 -1.85205 0.33908 -0.60316
H6 -2.01455 1.38908 1.76158
H7 -1.01493 3.41274 0.99811
H8 -1.75508 2.69649 -0.43645
H9 -0.05514 2.62187 -0.23869
H10 -0.13984 0.53448 2.93281
H11 0.32534 2.11781 2.51827
H12 0.97885 0.78657 1.53023
H13 0.82274 0.00591 -2.26860
H14 1.58243 1.17855 -1.58961
O1 0.73325 0.90020 -1.93436
H15 0.76109 -3.73829 -0.31064
H16 0.58740 -2.30833 0.19162
O2 1.26008 -2.97278 -0.00312
H17 2.93260 -1.79170 -2.74222
H18 2.45380 -1.43064 -1.31062
O3 2.61270 -1.07563 -2.18947

So which one wins? Going from most stable to least: entry two, entry one.